1.
Below is a cluster of 8 separate species, C32H50O23S in total, with properties calculated with wB97M-V/def2-TZVPD.

Structure (XYZ):
```
106
Properties=species:S:1:pos:R:3:mulliken_charge:R:1
C -14.3370 -24.5824 32.0041 -1.93
C -13.9392 -25.5965 30.9049 0.92
C -12.5298 -26.1784 31.1486 -0.25
O -12.7186 -27.5183 31.0924 -0.31
C -13.9841 -27.7755 31.2513 0.58
O -14.4051 -28.8827 31.3841 -0.61
O -14.7442 -26.7902 31.0716 -0.31
H -13.5953 -23.7403 32.1203 0.40
H -14.3071 -24.9111 32.8891 0.86
H -15.2874 -24.1684 31.9494 0.16
H -13.9786 -25.1901 30.0157 0.04
H -12.0390 -25.6269 31.9450 0.29
H -11.8395 -25.7768 30.2517 0.19
C -23.0230 -26.5136 30.4776 -1.59
C -21.7853 -25.6295 30.7878 0.31
C -20.5118 -26.3819 31.3050 -0.71
O -19.5557 -25.7620 30.6719 -0.23
C -20.0431 -25.0460 29.5809 0.36
O -19.2736 -24.6364 28.6748 -0.22
O -21.3634 -25.0708 29.5816 -0.27
H -22.8098 -27.3288 30.0029 0.48
H -23.6159 -26.0828 29.6886 0.44
H -23.8612 -26.4081 31.1861 0.37
H -21.8921 -24.9518 31.6911 0.31
H -20.4837 -27.3305 30.8499 0.38
H -20.6614 -26.4930 32.3711 0.41
C -15.8480 -24.5273 26.0657 -1.17
C -17.3311 -25.0610 25.7566 0.36
C -18.3899 -24.0354 25.6362 0.96
O -18.3375 -23.8227 24.1646 -0.38
C -17.7675 -24.9304 23.5866 0.60
O -18.0171 -25.1813 22.4277 -0.59
O -17.2204 -25.6711 24.4885 -0.40
H -15.1057 -25.3176 26.1829 0.52
H -15.6575 -24.0363 27.0118 0.02
H -15.3733 -23.8187 25.4334 0.40
H -17.5173 -25.8224 26.4341 0.46
H -18.2455 -23.2544 26.2487 -0.51
H -19.4541 -24.4762 26.0662 -0.24
C -16.6822 -20.5068 24.7300 -1.49
C -16.0054 -19.1878 24.9602 -0.07
C -16.2989 -18.3496 26.2568 0.09
O -15.0441 -18.3160 26.7846 -0.42
C -14.1437 -18.8565 26.0820 0.71
O -12.9979 -18.7776 26.3516 -0.59
O -14.6484 -19.4513 25.0654 -0.41
H -16.2709 -21.4526 25.3945 -0.09
H -16.4118 -20.9739 23.8418 0.65
H -17.6729 -20.3547 24.6565 0.61
H -15.9166 -18.5721 24.1764 0.60
H -17.0430 -18.8549 27.0899 -0.27
H -16.7488 -17.5214 26.0604 0.65
C -11.6183 -22.4003 28.3589 -1.13
C -12.0092 -23.2924 27.1538 0.50
C -12.2177 -22.6363 25.7887 -0.12
O -11.6329 -23.7167 25.0259 -0.37
C -10.6394 -24.3684 25.7376 0.54
O -9.8389 -25.1082 25.1835 -0.57
O -10.8634 -24.0765 27.0304 -0.43
H -10.7839 -21.7373 28.2224 0.44
H -11.1927 -23.0488 29.3004 0.21
H -12.4932 -21.8867 28.8503 0.08
H -12.6663 -23.8956 27.5527 0.32
H -11.6701 -21.7289 25.6784 0.26
H -13.1992 -22.4255 25.8669 0.27
C -21.5848 -22.2027 27.7558 -0.61
C -21.5178 -20.7019 27.5378 0.41
C -20.1376 -19.9289 27.6786 0.75
O -20.0574 -19.3174 26.4132 -0.34
C -21.0517 -19.6743 25.6148 0.61
O -21.3299 -19.4345 24.4955 -0.55
O -21.9173 -20.4923 26.2139 -0.40
H -22.6866 -22.6258 27.4132 0.26
H -21.3940 -22.4683 28.8262 0.24
H -20.7434 -22.9221 27.4398 -0.08
H -22.0033 -20.0847 28.2875 0.20
H -19.5849 -20.6113 27.7808 -0.72
H -20.0089 -19.3894 28.6451 0.29
C -13.9332 -15.3724 28.2611 -1.18
C -13.3906 -15.9208 29.5703 0.33
C -14.3760 -16.4780 30.6466 -0.03
O -13.6753 -17.4903 31.2543 -0.34
C -12.6790 -17.8787 30.4704 0.71
O -11.9866 -18.8694 30.7503 -0.65
O -12.5525 -17.1474 29.4550 -0.29
H -13.1147 -15.1317 27.6557 0.47
H -14.6098 -14.6083 28.4748 0.41
H -14.1770 -16.1950 27.6359 -0.03
H -12.6953 -15.1439 29.9503 0.29
H -15.4009 -16.8536 30.1083 0.02
H -14.6919 -15.6240 31.2016 0.41
C -17.8725 -20.5244 30.8243 -0.85
C -16.4771 -19.9253 30.8751 -0.58
C -15.6525 -20.4726 29.6760 0.21
S -16.4551 -22.0244 29.2398 0.69
O -15.3902 -23.0697 29.2504 -0.42
O -17.1599 -21.6130 28.1303 -0.22
C -17.5084 -22.0165 30.6957 -0.17
H -18.3911 -20.1367 30.1104 0.42
H -18.1635 -20.2828 31.9647 0.37
H -16.1073 -20.0341 31.9741 0.31
H -16.4923 -18.8409 30.6528 0.07
H -14.7156 -20.5285 30.1203 0.37
H -15.3836 -19.9064 28.7416 -0.57
H -16.8649 -22.2871 31.4846 0.53
H -18.3261 -22.7310 30.3425 -0.42
```

energy relative to the best compared isomer or geometry (same formula, charge and spin): 46.2 kcal per mole
highest occupied orbital energy: -10.46 eV
LUMO energy: -0.41 eV
total energy: -91909.462 eV
gap between HOMO and LUMO: 10.046 eV

2.
Below is a structure of composition C32H51BaN4O2P2, with properties calculated with wB97M-V/def2-TZVPD.

Structure (XYZ):
```
92
Properties=species:S:1:pos:R:3:mulliken_charge:R:1
C 1.0846 2.1314 -2.2434 -0.08
C -0.8377 0.8051 -2.9829 -1.13
C 1.1103 2.7850 -3.4543 -0.75
C -0.8220 1.4141 -4.2138 -0.52
C 0.1465 2.4117 -4.3967 -1.12
H 1.8893 3.5152 -3.5781 0.58
H -1.5521 1.0847 -4.9341 0.66
H 0.1586 2.9106 -5.3400 0.48
N 0.0203 1.3634 -2.1363 0.53
P 2.7024 0.7382 -0.1345 -1.50
P -2.6555 -0.4398 -0.8413 -1.48
C 2.1002 2.2389 -1.0693 -0.44
H 3.0231 2.6471 -1.4919 0.60
H 1.7187 2.9693 -0.3298 0.48
C 0.2071 -1.4997 1.7436 -0.62
O 0.1959 -1.9702 2.7812 -0.21
C -1.6493 -0.4323 -2.5657 -0.13
H -2.4561 -0.5986 -3.2947 1.85
C -3.2233 -2.1108 -0.4916 2.19
C -3.6296 1.0781 -0.7142 2.46
C 3.5181 -0.4616 -1.2382 2.69
C 3.3535 1.2178 1.4727 2.85
C -2.2878 -2.9599 0.4125 -1.93
H -2.3597 -2.6677 1.4704 0.31
H -2.6641 -3.9912 0.3315 0.56
H -1.2305 -2.9695 0.1109 0.20
C -4.5324 -1.8770 0.2581 -1.77
H -4.3463 -1.4703 1.2599 0.29
H -5.2114 -1.2176 -0.2927 0.30
H -4.9859 -2.8609 0.3658 0.61
C -3.4226 -2.7932 -1.8461 -1.66
H -4.2401 -3.5048 -1.7092 0.64
H -3.7014 -2.1022 -2.6518 0.17
H -2.5288 -3.3503 -2.1502 0.31
C -4.1334 1.1933 0.7483 -1.51
H -3.4721 0.6928 1.4770 0.14
H -4.1662 2.2566 1.0065 0.46
H -5.1457 0.7870 0.8376 0.39
C -2.8417 2.3692 -1.0637 -1.97
H -1.8492 2.4507 -0.5910 0.11
H -2.7358 2.5062 -2.1475 0.31
H -3.4492 3.2025 -0.6810 0.75
C -4.7244 0.8252 -1.7519 -1.84
H -4.5939 -0.0874 -2.3552 0.37
H -5.6965 0.7954 -1.2525 0.45
H -4.7390 1.6799 -2.4366 0.36
C 3.5693 -0.0507 2.3358 -2.12
H 3.5292 0.2518 3.3890 0.56
H 2.8021 -0.8327 2.1783 0.05
H 4.5600 -0.4792 2.1413 0.44
C 2.4532 2.2087 2.2150 -2.25
H 2.0029 3.0017 1.6109 0.33
H 1.6536 1.6878 2.7070 0.56
H 3.0232 2.6296 3.0498 0.66
C 4.6259 1.9461 1.0826 -1.74
H 4.7149 2.8065 1.7519 0.42
H 5.4967 1.3096 1.2409 0.39
H 4.6204 2.3339 0.0544 0.37
C 2.6984 -0.7817 -2.5159 -1.84
H 3.2878 -0.5681 -3.4186 0.35
H 2.4034 -1.8395 -2.5246 0.41
H 1.7715 -0.2124 -2.6145 0.15
C 3.7179 -1.7717 -0.4495 -1.96
H 2.7774 -2.1274 0.0036 0.24
H 4.0407 -2.5346 -1.1669 0.56
H 4.4856 -1.6719 0.3255 0.37
C 4.8215 0.2166 -1.6257 -1.75
H 4.6504 1.1548 -2.1715 0.40
H 5.4678 0.3944 -0.7617 0.32
H 5.3325 -0.4809 -2.2960 0.56
Ba -0.0405 0.0573 -0.1066 3.63
N 0.1695 -1.9341 -1.5421 -1.03
C -0.6220 -1.6519 -2.4803 0.99
C -0.5085 -2.6284 -3.6125 0.42
C 0.0074 -3.8812 -3.2682 -0.10
C -0.8793 -2.3066 -4.9179 -0.25
C 0.1315 -4.8541 -4.2578 -0.89
H 0.2992 -4.0665 -2.2289 0.33
C -0.7419 -3.2861 -5.8983 -0.95
H -1.2548 -1.3080 -5.1415 0.26
C -0.2452 -4.5519 -5.5746 -0.59
H 0.5155 -5.8348 -3.9949 0.42
H -1.0317 -3.0406 -6.9145 0.44
H -0.1492 -5.3085 -6.3519 0.40
N -0.7911 2.0221 3.6382 -0.38
C -0.0641 0.9188 3.3425 -0.28
N 0.6719 0.2402 4.2405 -0.31
O -0.0418 0.5958 2.1468 -0.83
H -0.8526 2.3663 4.5951 0.21
H -1.2461 2.4436 2.8214 0.19
H 1.2526 -0.5685 3.9428 0.16
H 0.6379 0.5419 5.2174 0.22
```

energy relative to the best compared isomer or geometry (same formula, charge and spin): 198.3 kcal per mole
highest occupied orbital energy: -8.73 eV
LUMO energy: -2.38 eV
total charge: +1
total energy: -63327.307 eV
gap between HOMO and LUMO: 6.351 eV

3.
Below is a cluster of 5 separate species, C32H51F3N5O7PS6 in total, with properties calculated with wB97M-V/def2-TZVPD.

Structure (XYZ):
```
105
Properties=species:S:1:pos:R:3:mulliken_charge:R:1
C -2.9370 1.3268 3.5010 -1.06
C -1.6049 0.7253 2.9834 -0.01
C -1.7306 0.2495 1.5080 -0.79
C -1.3964 1.3384 0.4805 0.55
C -2.3923 1.9997 -0.2711 0.06
C -3.8687 1.6639 -0.0437 -0.90
O -4.7069 1.9285 -1.1355 -0.46
C -4.4932 0.9966 -2.2048 -0.62
C -2.0024 2.9717 -1.1929 0.52
N -2.9584 3.7296 -2.0045 -0.56
C -3.2586 4.7783 -1.4286 0.54
O -3.7770 5.7627 -1.0616 -0.45
C -0.6498 3.2702 -1.3960 1.02
N -0.2881 4.2500 -2.3855 -0.57
C 0.1199 5.3117 -1.9533 0.41
S 0.3494 6.7943 -1.4936 -0.35
C 0.2944 2.6076 -0.6418 0.57
C -0.0382 1.6407 0.3068 -0.62
N 0.9995 1.0204 1.0359 0.37
C 2.0187 0.4505 0.2363 -0.88
C 2.6454 1.2337 -0.7303 0.39
C 3.6397 0.7584 -1.5605 -0.57
C 4.0345 -0.5728 -1.4234 0.62
C 5.1165 -1.0364 -2.4268 -2.28
C 4.4013 -1.6562 -3.6579 -0.15
O 4.6307 -3.0533 -3.7716 -0.58
C 4.8030 -1.0063 -5.0169 0.85
F 3.6835 -0.9197 -5.7835 -0.29
F 5.6577 -1.7674 -5.7028 -0.28
F 5.2717 0.2435 -4.9160 -0.26
C 3.4364 -1.3806 -0.4357 0.47
P 3.9887 -3.1402 -0.2723 0.70
N 2.7764 -4.1603 -0.3040 -0.87
C 2.4263 -0.8772 0.4133 0.65
C 1.7735 -1.7259 1.5036 -1.42
C 2.1147 -1.0850 2.9024 -0.11
N 2.8858 -2.0168 3.7333 -0.85
S 2.0492 2.9213 -0.8451 -0.41
H -2.7553 2.1553 4.1926 0.34
H -3.5509 0.5682 4.0020 0.34
H -3.5292 1.6793 2.6517 0.09
H -0.7374 1.3777 3.1288 0.31
H -1.4217 -0.1867 3.5739 0.34
H -2.6801 -0.2506 1.3116 0.64
H -0.9543 -0.5208 1.3660 -0.49
H -3.9911 0.5984 0.2121 0.43
H -4.2438 2.2256 0.8224 0.16
H -4.4872 1.5737 -3.1396 0.31
H -5.3716 0.3397 -2.2605 0.28
H -3.5890 0.4053 -2.0699 0.27
H 0.6597 0.3865 1.7432 -0.36
H 4.0792 1.4230 -2.3017 0.49
H 5.7071 -0.1460 -2.6571 0.57
H 5.7719 -1.7422 -1.9093 0.78
H 3.3203 -1.5491 -3.5426 0.40
H 5.5746 -3.1895 -3.6241 0.38
H 4.7666 -3.2019 0.9140 0.06
H 4.8578 -3.4708 -1.3273 -0.02
H 1.9371 -3.5968 -0.4091 0.33
H 2.2189 -2.7241 1.5238 0.94
H 0.6899 -1.8050 1.3621 0.04
H 1.1776 -0.8883 3.4339 0.14
H 2.6845 -0.1611 2.7503 0.33
H 2.9872 -1.5560 4.6354 0.33
H 3.8366 -2.1054 3.3847 0.24
C 3.6621 2.0233 6.9506 -0.87
S 2.5209 2.0693 5.5682 0.42
O 2.4995 0.7041 4.9650 -0.51
C 3.5381 3.0985 4.5012 -0.94
H 3.2330 1.3889 7.7253 0.22
H 4.6191 1.6113 6.6273 0.32
H 3.7984 3.0313 7.3427 0.40
H 4.5008 2.6149 4.3326 0.30
H 3.6798 4.0731 4.9682 0.42
H 3.0197 3.2223 3.5511 0.25
C -2.2354 -3.5824 -3.7759 -1.05
S -2.7273 -1.8594 -3.9243 0.60
O -3.8960 -1.6524 -3.0204 -0.65
C -3.3661 -1.9863 -5.5971 -1.15
H -1.8383 -3.7376 -2.7745 0.35
H -3.1012 -4.2264 -3.9307 0.33
H -1.4621 -3.8029 -4.5118 0.37
H -4.1580 -2.7343 -5.6356 0.39
H -2.5595 -2.2591 -6.2769 0.42
H -3.7657 -1.0161 -5.8814 0.34
C -4.9490 -0.3577 -9.9527 -1.05
S -4.9520 -1.2750 -8.4058 0.67
O -4.2216 -2.5477 -8.6421 -0.62
C -6.7098 -1.6554 -8.4185 -0.99
H -3.9260 -0.0526 -10.1638 0.32
H -5.3151 -0.9938 -10.7588 0.33
H -5.5789 0.5262 -9.8509 0.36
H -6.9605 -2.2069 -9.3249 0.34
H -7.2816 -0.7285 -8.3679 0.37
H -6.9311 -2.2665 -7.5455 0.30
C -0.4624 0.3268 9.2429 -0.87
S 0.9518 0.2862 10.3528 0.43
O 2.1208 0.8031 9.5913 -0.59
C 1.1013 -1.5049 10.4018 -0.92
H -0.7047 1.3684 9.0408 0.31
H -0.2130 -0.1789 8.3094 0.24
H -1.3130 -0.1583 9.7220 0.39
H 1.2471 -1.8903 9.3924 0.29
H 0.2010 -1.9314 10.8444 0.37
H 1.9627 -1.7563 11.0173 0.31
```

highest occupied orbital energy: -8.11 eV
LUMO energy: 0.35 eV
total energy: -138241.698 eV
gap between HOMO and LUMO: 8.466 eV

4.
Below is a structure of composition C32H51N4Si2Tl, with properties calculated with wB97M-V/def2-TZVPD.

Structure (XYZ):
```
90
Properties=species:S:1:pos:R:3:mulliken_charge:R:1
Tl -0.1604 -0.2895 -0.0416 2.23
C 1.0768 1.5658 3.2206 -1.86
C 2.4349 1.5202 2.6493 1.96
C 3.6016 1.6093 3.4928 -1.07
C 4.8447 1.6433 2.8739 -1.04
C 4.9721 1.4221 1.5181 -0.92
C 3.8812 1.3184 0.6498 0.59
C 4.0768 1.1347 -0.8300 -0.84
C 2.6149 1.4507 1.2587 -1.20
N 1.3970 1.4621 0.4293 0.78
C 0.8979 2.6531 0.2176 1.15
C 1.3420 4.0055 0.8335 -1.81
C -0.3153 2.7248 -0.6815 0.59
C -0.7424 4.0153 -1.3780 -2.08
N -1.0122 1.6906 -0.8306 0.44
C -2.3942 1.7170 -1.2616 -0.98
C -3.3444 2.2176 -0.4335 1.88
C -3.0879 3.0464 0.8415 -1.47
C -4.7198 2.0838 -0.8109 -1.03
C -5.0953 1.4474 -2.0099 -1.31
C -4.0173 1.0363 -2.8522 -0.65
C -2.7110 1.1470 -2.5016 1.08
C -1.5962 0.8157 -3.4643 -1.59
H 1.0986 0.9791 4.0906 0.75
H 0.3325 1.2316 2.4977 0.06
H 0.8107 2.5641 3.6152 0.31
H 3.4856 1.4554 4.5205 0.54
H 5.7549 1.6528 3.4655 0.40
H 5.9611 1.3765 1.0241 0.40
H 3.7751 2.0118 -1.4069 0.22
H 3.5719 0.2979 -1.1873 0.09
H 5.1577 1.0301 -0.9632 0.52
H 1.3417 4.8111 0.0430 0.55
H 2.2484 3.9216 1.3948 0.43
H 0.6176 4.3763 1.6335 0.30
H 0.0594 4.1950 -2.1507 0.41
H -0.6259 4.8985 -0.7407 0.55
H -1.7731 4.0116 -1.6826 0.40
H -2.3259 2.6607 1.5092 0.24
H -4.0638 2.9317 1.2550 0.59
H -3.0048 4.1025 0.5634 0.35
H -5.4638 2.3811 -0.0734 0.41
H -6.0952 1.3010 -2.1706 0.58
H -4.2678 0.5350 -3.7832 0.46
H -0.6065 0.7396 -3.0143 -0.18
H -1.4386 1.6404 -4.1904 0.35
H -1.7787 -0.1033 -3.9948 0.51
C 0.1321 -2.2508 3.6367 -0.63
Si 0.3442 -2.9940 1.9311 0.18
C 2.0782 -2.4360 1.6000 -0.78
C 0.3910 -4.8700 1.6106 -1.30
C -0.8595 -2.1959 0.7097 -0.68
Si -2.7113 -2.1057 1.2183 -0.16
C -3.8042 -1.9633 -0.2895 -0.89
C -2.8844 -0.5080 2.2000 -0.44
C -3.0460 -3.6194 2.2214 -1.12
H -0.8180 -2.5245 3.9905 0.42
H 0.3326 -1.1788 3.6221 -0.15
H 0.8674 -2.6880 4.3752 0.40
H 2.1364 -1.3447 1.6182 -0.12
H 2.6456 -2.7593 0.6770 0.26
H 2.7027 -2.7935 2.4044 0.50
H 1.2869 -5.0534 1.0160 0.38
H -0.4208 -5.3319 1.0971 0.39
H 0.6197 -5.2803 2.5703 0.43
H -0.8330 -2.7696 -0.2133 0.21
H -3.3778 -1.1798 -0.9286 -0.06
H -4.7700 -1.6660 -0.1113 0.51
H -3.8850 -2.7545 -1.0089 0.49
H -2.7247 0.3431 1.4650 -0.10
H -2.0595 -0.5033 2.9348 0.21
H -3.8699 -0.3758 2.6951 0.53
H -2.7892 -4.5669 1.7808 0.40
H -4.1049 -3.7315 2.4006 0.43
H -2.4620 -3.4819 3.1400 0.28
C 1.9408 -4.0298 -3.7553 -1.26
C 1.8331 -2.6020 -3.3959 0.72
C 2.1627 -1.4055 -3.9766 -1.52
C 1.6662 -0.3945 -3.0666 0.30
N 1.0702 -0.9729 -2.0241 0.47
N 1.1289 -2.2815 -2.3051 0.13
C 1.9138 1.0901 -3.2303 -0.94
H 1.0526 -4.4521 -4.1822 0.27
H 2.2470 -4.5400 -2.7546 0.29
H 2.7946 -4.2806 -4.4248 0.37
H 2.6796 -1.2933 -4.9219 0.52
H 0.7188 -2.9551 -1.6793 -0.01
H 2.9396 1.1809 -3.3913 0.58
H 1.6523 1.6045 -2.2800 -0.08
H 1.3683 1.4758 -4.1189 0.42
```

energy relative to the best compared isomer or geometry (same formula, charge and spin): 16.8 kcal per mole
highest occupied orbital energy: -13.96 eV
LUMO energy: -6.80 eV
total charge: +2
total energy: -60406.942 eV
gap between HOMO and LUMO: 7.158 eV